The following is a quantum chemistry calculation of a structure of composition C21H30BrCl4IN2OP, from OMol25.

Output
Charge: +1
Kohn-Sham gap, Ha: 0.2885
E_tot, a.u.: -6056.4646
HOMO energy, eV: -11.0865
Energy above the lowest of the compared OMol25 structures with the same formula, charge and spin, kJ/mol: 0.0
Maximum force, hartree/bohr: 0.036

```
61
Properties=species:S:1:pos:R:3:forces:R:3:mulliken_charge:R:1
C 0.018786 -2.780316 3.435289 -0.070 0.053 0.186 0.082
C 0.512977 -1.849796 2.868093 0.268 -0.174 -0.082 -1.416
C 1.234343 -0.781780 2.176911 -0.469 0.017 0.095 0.030
C 1.326737 -0.982741 0.638716 0.909 0.838 -0.156 2.061
P 1.535039 -2.791206 0.084655 -0.897 -1.449 -0.781 0.127
O 0.172688 -3.623742 0.417522 -0.044 0.912 0.158 -0.505
I 3.192160 -3.753096 1.655517 0.016 0.388 0.117 -0.061
C 0.196977 -0.177190 -0.055822 -0.740 0.758 0.651 0.242
C -1.216278 -0.748680 -0.146930 0.051 0.048 -0.300 -0.664
C -2.263280 0.386803 -0.162402 0.450 -0.183 -0.367 -0.511
C -3.501031 0.085306 -1.029259 -0.317 0.208 0.503 -1.330
C -4.734453 -0.191334 -0.191054 0.386 -0.309 -0.521 0.680
C -5.194462 0.752114 0.718323 0.091 -0.019 -0.141 -0.202
C -6.297786 0.487938 1.511108 0.397 0.117 -0.091 -0.650
C -6.933995 -0.737513 1.391496 -0.422 0.164 0.341 -0.430
C -6.496234 -1.669020 0.474960 0.171 -0.413 -0.284 -0.500
C -5.390097 -1.407323 -0.324089 -0.199 0.306 0.345 -0.598
C 0.754327 0.463780 -1.321025 -0.645 -1.394 0.540 -1.545
N 2.135856 0.841898 -0.897034 0.596 0.399 -0.947 0.279
C 2.428509 2.291576 -0.573073 -0.852 0.577 0.003 -1.316
C 1.407811 3.078955 0.238509 0.300 0.694 0.644 1.419
C 1.861766 4.548633 0.106740 0.582 -0.419 -0.056 -1.670
C 1.402012 2.719757 1.743984 -0.333 0.102 -0.447 -1.111
C 2.594432 -0.271799 0.008658 0.250 -1.676 0.356 -1.123
N 3.658427 0.019864 0.860309 -0.479 0.488 -0.216 -0.360
Br 3.425561 -1.487515 -1.521857 0.379 0.866 0.004 0.059
H -0.352826 -3.610950 3.986860 -0.139 -0.014 -0.039 0.416
H 2.210313 -0.650868 2.637752 0.030 -0.171 0.046 0.784
H 0.677986 0.129121 2.393473 0.183 0.202 -0.111 0.055
H -0.504142 -3.133217 0.905808 0.076 -0.322 0.368 0.320
H 0.068977 0.692085 0.598023 0.067 -0.080 0.243 -0.435
H -1.336113 -1.371237 -1.035906 0.108 -0.135 0.012 0.471
H -1.391779 -1.376255 0.727632 -0.083 -0.053 -0.009 0.278
H -2.529318 0.590797 0.873639 -0.206 0.117 -0.018 0.615
H -1.783401 1.296391 -0.534571 0.027 0.042 -0.021 -0.027
H -3.698400 0.931043 -1.689364 -0.013 0.067 0.007 0.371
H -3.316734 -0.769010 -1.678474 0.065 -0.050 -0.034 0.455
H -4.661795 1.693914 0.779809 -0.120 0.104 0.149 0.398
H -6.618505 1.235615 2.222296 -0.182 -0.060 0.047 0.392
H -7.786960 -0.951266 2.021389 -0.032 -0.061 -0.022 0.372
H -6.993940 -2.624073 0.373597 -0.108 0.015 0.078 0.384
H -5.039823 -2.138574 -1.039439 0.002 -0.059 -0.034 0.326
H 0.157744 1.287556 -1.691658 0.233 0.287 0.060 0.510
H 0.801903 -0.321099 -2.077143 0.419 0.263 -0.300 0.456
H 2.697489 0.686247 -1.741405 0.156 0.037 0.139 0.511
H 3.399236 2.384856 -0.094225 0.075 -0.427 0.052 0.462
H 2.505502 2.773181 -1.548120 0.032 -0.153 -0.122 0.364
H 0.403042 3.041252 -0.183970 -0.019 -0.367 -0.073 -0.114
H 1.781998 4.918168 -0.914281 -0.195 0.129 0.018 0.400
H 2.921219 4.597921 0.376418 0.018 0.134 0.043 0.418
H 1.341160 5.186284 0.813039 -0.251 0.093 -0.183 0.433
H 0.476942 2.222300 2.025056 0.059 -0.205 0.096 0.170
H 1.423732 3.634678 2.329913 0.133 -0.010 0.112 0.561
H 2.264177 2.109747 2.004198 -0.026 -0.072 0.157 0.157
H 4.509302 0.185059 0.332615 0.083 0.071 0.162 0.364
H 3.813847 -0.765065 1.487525 0.079 0.042 0.037 0.224
C 5.753471 -2.865661 -4.961329 0.034 -0.024 -0.028 0.333
Cl 6.816195 -4.201834 -4.538822 -0.009 0.009 0.008 -0.082
Cl 4.286986 -2.940983 -3.955491 0.129 -0.269 -0.411 -0.139
Cl 6.573875 -1.330053 -4.655542 0.001 0.013 0.007 -0.108
Cl 5.297872 -2.969621 -6.657569 -0.006 0.008 0.012 -0.081
```
Positions in Å, forces in eV/Å.


The following is a quantum chemistry calculation of the molecule C4H8ClF, from OMol25.

Output
Kohn-Sham gap, Ha: 0.4231
E_tot, a.u.: -717.2371
HOMO energy, eV: -10.6625
Energy above the lowest of the compared OMol25 structures with the same formula, charge and spin, kJ/mol: 97.6
Maximum force, hartree/bohr: 0.071

```
14
Properties=species:S:1:pos:R:3:forces:R:3:mulliken_charge:R:1
C 1.703849 -0.522719 0.773748 -0.131 0.382 1.586 -1.165
C 0.800096 -0.332073 -0.385927 -2.675 1.269 -1.438 -0.245
C -0.513448 0.419897 0.139964 -0.753 -3.322 -1.332 0.538
C -1.700689 0.528592 -0.791433 -1.138 -0.913 1.786 -1.364
F -0.232321 1.642995 0.505109 0.726 1.195 1.566 -0.231
Cl -1.218904 -0.742014 1.618529 0.692 1.425 -1.048 -0.262
H 1.443647 0.213943 1.599699 1.172 -0.350 -1.211 0.296
H 2.742297 -0.657762 0.504174 0.298 0.520 0.174 0.341
H 1.400073 -1.423514 1.268993 -0.038 -0.786 0.120 0.368
H 0.497492 -1.322494 -0.864558 0.321 1.448 0.498 0.273
H 1.107623 0.415677 -1.204504 0.111 -1.243 1.111 0.308
H -1.825944 -0.329907 -1.411043 -0.498 -1.155 0.239 0.368
H -2.625748 0.863030 -0.242018 0.912 -0.841 -0.438 0.322
H -1.578023 1.246349 -1.510733 1.002 2.370 -1.612 0.452
```
Positions in Å, forces in eV/Å.


The following is a quantum chemistry calculation of a structure of composition C37H32BiNP2S, from OMol25.

Output
Charge: +2
Kohn-Sham gap, Ha: 0.2275
E_tot, a.u.: -2778.7482
HOMO energy, eV: -13.5704
Energy above the lowest of the compared OMol25 structures with the same formula, charge and spin, kJ/mol: 121.6
Maximum force, hartree/bohr: 0.102

```
74
Properties=species:S:1:pos:R:3:forces:R:3:mulliken_charge:R:1
C 0.533528 -1.820161 -2.279658 -0.433 0.616 0.258 -0.416
C -0.486427 -2.332269 -1.425914 -0.087 1.321 -0.863 0.355
C -1.819956 -2.292760 -1.880310 -0.485 0.265 1.204 -0.499
C -2.135967 -1.822450 -3.147071 -0.175 0.025 -0.283 -0.713
C -1.133311 -1.327735 -3.967366 0.177 0.107 -0.120 -0.489
C 0.189004 -1.288710 -3.535275 0.667 -0.401 0.620 -0.775
P -0.228130 -2.349979 0.351829 1.557 -1.887 -0.365 0.911
C -1.334803 -3.623249 0.972533 -0.723 0.366 0.627 0.448
C -2.444283 -3.321066 1.780705 0.222 0.014 -0.383 -0.182
C -3.383182 -4.318767 2.036543 -0.106 -0.173 0.032 -0.662
C -3.202476 -5.601920 1.508198 0.037 -0.043 -0.034 -0.537
C -2.060937 -5.906107 0.760039 0.142 -0.142 -0.060 -0.682
C -1.113233 -4.922190 0.505724 -0.253 0.157 -0.046 -0.436
Bi -0.787330 0.139220 0.994258 -1.652 0.348 4.953 1.264
P -0.133464 2.589647 0.324359 1.304 0.799 0.249 0.822
C -1.421064 2.792641 -0.918055 -0.518 -0.721 -0.303 0.528
C -1.067887 2.849187 -2.275819 0.150 -0.475 0.233 -0.732
C -2.014520 2.536465 -3.243877 0.043 0.028 -0.359 -0.607
C -3.306759 2.140174 -2.889061 0.469 0.422 -0.008 -0.523
C -3.692375 2.129509 -1.549888 0.028 -0.028 0.116 -0.912
C -2.773124 2.466206 -0.562447 1.030 -0.419 0.325 -0.245
C -0.186004 3.888059 1.538172 -0.465 -0.278 0.477 0.769
C 0.712263 3.837935 2.623326 -0.388 -0.132 -0.164 -0.492
C 0.569133 4.761182 3.647652 0.006 0.177 0.077 -0.788
C -0.456806 5.716868 3.591743 -0.076 -0.149 -0.451 -0.475
C -1.361953 5.742088 2.518070 0.342 -0.074 0.166 -0.724
C -1.240501 4.814452 1.492664 0.151 -0.318 0.149 -0.378
C 1.554948 2.481670 -0.330921 -0.511 0.679 -0.095 0.594
C 2.411880 1.410043 -0.052783 -0.176 0.308 -0.496 0.044
C 3.650868 1.383050 -0.683088 0.729 -0.040 -0.066 -0.720
C 4.053884 2.445829 -1.504004 -0.057 0.010 -0.036 -0.651
C 3.219294 3.559074 -1.689442 0.258 -0.048 0.022 -0.676
C 1.971643 3.588640 -1.093234 -0.113 -0.217 0.287 -0.671
C 1.435636 -2.954119 0.615375 0.723 0.183 0.005 1.022
C 2.005402 -3.774067 -0.367823 0.217 -0.034 0.164 -0.172
C 3.296173 -4.268730 -0.192567 -0.171 -0.123 0.013 -0.965
C 4.024454 -3.933549 0.951650 -0.047 0.171 0.035 -0.588
C 3.468335 -3.083710 1.923003 0.074 -0.297 0.044 -0.674
C 2.167616 -2.606307 1.768572 -0.088 -0.003 -0.357 -0.571
H 1.446848 3.030490 2.686806 -0.058 0.401 -0.039 0.373
H 1.256182 4.729243 4.498002 -0.310 0.062 -0.299 0.420
H -0.562724 6.444635 4.389379 0.033 -0.110 -0.062 0.417
H -2.163510 6.471294 2.468284 0.129 -0.038 0.167 0.439
H -1.973784 4.748556 0.686386 0.279 0.312 0.226 0.354
H -0.025232 3.010103 -2.573921 -0.522 0.103 0.121 0.366
H -1.687551 2.564498 -4.290289 -0.365 -0.047 0.405 0.458
H -4.002997 1.851267 -3.662995 -0.077 -0.008 0.007 0.486
H -4.693944 1.799594 -1.272151 0.249 0.217 -0.051 0.434
H -3.033209 2.341805 0.504672 -0.001 0.319 -0.651 0.573
H 2.151289 0.644014 0.675510 -0.053 -0.057 -0.155 0.566
H 4.340674 0.542349 -0.503651 -0.414 0.530 -0.073 0.493
H 5.042559 2.434076 -1.984175 -0.536 -0.073 0.283 0.418
H 3.541069 4.415666 -2.278977 0.062 -0.263 0.098 0.442
H 1.317676 4.471058 -1.156884 0.370 -0.429 -0.183 0.480
H 1.445942 -4.014468 -1.273940 0.257 -0.045 0.316 0.455
H 3.696503 -4.939995 -0.957529 0.040 0.290 0.358 0.425
H 5.036583 -4.330866 1.081212 -0.424 0.195 -0.008 0.433
H 4.042932 -2.827712 2.823334 -0.299 -0.099 -0.482 0.468
H 1.713140 -1.952739 2.516032 0.231 -0.250 -0.139 0.263
H -2.560902 -2.303364 2.176424 -0.145 -0.492 -0.102 0.344
H -4.273179 -4.104205 2.630103 0.321 -0.028 -0.130 0.423
H -3.950154 -6.386782 1.674414 0.308 0.440 0.008 0.393
H -1.894350 -6.910469 0.349556 -0.184 0.452 0.309 0.418
H -0.221178 -5.137161 -0.073947 -0.179 -0.123 0.030 0.332
H -2.646949 -2.472361 -1.150272 0.737 -0.306 -0.788 0.338
H -3.173455 -1.790094 -3.484827 0.306 -0.066 0.169 0.457
H -1.366403 -0.904112 -4.937324 -0.117 -0.099 0.041 0.467
H 0.961050 -0.813990 -4.154999 -0.354 -0.353 0.261 0.431
H 1.544991 -1.675698 -1.859888 -0.511 -0.284 -0.525 0.464
H -0.676785 0.098700 -0.924227 2.231 0.738 -1.838 0.186
H 0.154391 0.388726 -0.801849 -1.890 -0.767 -1.361 -0.035
S 2.108402 0.361021 5.117359 0.042 0.054 0.047 -0.319
C 1.171110 0.286112 3.862480 -1.045 -0.188 -1.666 0.584
N 0.455375 0.206688 2.886088 0.092 0.016 0.133 -1.046
```
Positions in Å, forces in eV/Å.


The following is a quantum chemistry calculation of the molecule C3H6N2O2, from OMol25.

Output
Kohn-Sham gap, Ha: 0.3324
E_tot, a.u.: -377.7589
HOMO energy, eV: -8.3549
Energy above the lowest of the compared OMol25 structures with the same formula, charge and spin, kJ/mol: 526.3
Maximum force, hartree/bohr: 0.057

```
13
Properties=species:S:1:pos:R:3:forces:R:3:mulliken_charge:R:1
C -1.537155 -1.800090 -0.258703 0.241 0.172 0.018 -0.709
C -0.723668 -0.879891 -0.751692 2.255 -0.998 0.339 0.013
N 0.640250 -0.227632 0.138319 -1.268 -0.702 -0.042 -0.081
O 2.021742 -0.148018 -0.183720 -0.843 -0.413 0.223 -0.447
C 0.038611 0.933059 0.397160 -1.235 1.268 -2.354 0.486
N 0.691371 2.057448 0.752852 0.052 -0.211 0.490 -0.406
O -1.168915 0.898576 0.004074 0.764 0.909 1.509 -0.544
H -1.857873 -1.785628 0.774169 0.323 -0.284 0.061 0.234
H -1.933289 -2.558098 -0.923890 -0.292 0.334 -0.071 0.262
H -0.449729 -0.776713 -1.790689 -0.023 0.128 -0.002 0.344
H 2.418702 -0.718626 0.489821 0.071 0.000 -0.248 0.371
H 0.171395 2.919219 0.746820 0.048 -0.148 -0.107 0.240
H 1.688558 2.086394 0.605478 -0.093 -0.056 0.182 0.238
```
Positions in Å, forces in eV/Å.